[1]
Molecular formula: C44H67BIKN3O7P
Method: DFT, the ωB97M-V functional and the def2-TZVPD basis

Each line ends with the Mulliken charge.
Atoms and positions in Å:
K  0.55776  0.62008  -0.34499  0.9503
C  4.89901  -0.28103  0.49080  -1.5736
C  4.52904  -1.48472  1.35761  0.6489
C  5.41944  -2.67101  0.99981  -1.6434
P  2.66873  -1.79778  1.29514  1.4049
C  2.37177  -2.11177  3.12258  0.3420
C  3.32508  -2.99093  3.94452  -1.8611
C  0.92885  -2.55109  3.37344  -0.8941
C  2.48934  -3.40636  0.43680  0.1336
C  2.92415  -4.61923  0.97769  0.7033
C  2.92652  -5.82945  0.30069  0.5175
C  3.42869  -7.10060  0.93685  -1.8408
C  2.49924  -5.78932  -1.02988  -0.9618
C  2.03583  -4.63316  -1.61196  -0.5413
C  1.93078  -3.39215  -0.89381  -1.1719
N  1.39990  -2.27660  -1.42112  0.6157
C  0.65563  -2.35658  -2.60088  -0.4710
C  -0.52368  -3.12814  -2.74935  1.3566
C  -1.07698  -4.01836  -1.65988  -1.8050
C  -1.27658  -3.04377  -3.92219  -0.5877
C  -0.93324  -2.20858  -4.96944  0.8452
C  -1.79328  -2.08052  -6.20067  -1.6912
C  0.22549  -1.45250  -4.81937  -0.7909
C  1.01600  -1.51351  -3.68231  0.8941
C  2.25283  -0.66120  -3.59504  -1.6760
H  5.97179  -0.07313  0.56027  0.5251
H  4.38673  0.63005  0.80782  0.0768
H  4.67040  -0.46763  -0.56342  0.2963
H  4.72123  -1.19976  2.39646  0.5252
H  5.21067  -3.02345  -0.01298  0.2832
H  5.28627  -3.52461  1.66528  0.2820
H  6.47044  -2.36386  1.04498  0.5000
H  2.46028  -1.08627  3.49683  0.3870
H  3.03678  -4.04347  3.90516  0.4334
H  3.27613  -2.69138  4.99706  0.4192
H  4.36746  -2.91666  3.63506  0.3645
H  0.69782  -3.47500  2.83342  0.1529
H  0.21896  -1.78300  3.05568  -0.3277
H  0.77030  -2.73446  4.44303  0.5673
H  3.31230  -4.61938  1.98762  -0.1476
H  3.54709  -6.97235  2.01545  0.3627
H  4.40163  -7.41309  0.54062  0.2840
H  2.73912  -7.93646  0.78248  0.3638
H  2.53693  -6.69930  -1.62667  0.2907
H  1.71590  -4.64579  -2.64642  0.4479
H  -0.53274  -3.92915  -0.72512  -0.0276
H  -1.02915  -5.07186  -1.94882  0.5733
H  -2.13077  -3.77657  -1.47469  0.3909
H  -2.18646  -3.63822  -3.99456  0.1979
H  -2.52727  -2.88779  -6.25242  0.3919
H  -1.19429  -2.11324  -7.11435  0.3825
H  -2.34154  -1.13382  -6.21110  0.2794
H  0.52782  -0.77986  -5.61881  0.3619
H  2.67676  -0.50981  -4.59077  0.4714
H  2.99928  -1.12601  -2.95176  0.1726
H  2.04127  0.32520  -3.17438  0.1087
O  -4.52443  3.70459  4.49123  -0.5081
C  -3.45869  4.46373  3.92967  -0.5178
C  -2.50610  3.56214  3.19564  0.1504
C  -1.40214  4.11138  2.56837  -1.3345
C  -0.53280  3.28258  1.87978  -0.6532
N  -0.73162  1.96345  1.80900  1.0752
C  -1.77897  1.43032  2.41684  -0.1867
C  -2.70182  2.18806  3.12017  -0.2441
C  -1.95146  -0.06950  2.24269  0.4334
C  -2.78559  -0.82293  3.04616  -0.2991
C  -2.94475  -2.18291  2.76844  -0.4445
C  -3.78005  -3.04340  3.67630  -0.5982
O  -3.24292  -3.09473  4.99701  -0.5550
C  -2.26385  -2.72057  1.69416  -1.0768
C  -1.41714  -1.89590  0.96372  -0.3735
N  -1.26441  -0.60870  1.24452  1.9080
H  -5.05299  4.29211  5.03865  0.2985
H  -2.90534  4.99294  4.71163  0.3127
H  -3.84355  5.21057  3.22867  0.2785
H  -1.20707  5.17765  2.60341  0.4094
H  0.34466  3.66757  1.36625  0.1013
H  -3.57091  1.74134  3.57928  0.5302
H  -3.29614  -0.38153  3.89346  0.4629
H  -3.86044  -4.04869  3.25450  0.3267
H  -4.78742  -2.63585  3.77264  0.3236
H  -2.28402  -3.02592  4.92743  0.3611
H  -2.35259  -3.77033  1.43956  0.4212
H  -0.80727  -2.27926  0.14866  -0.4568
O  2.75456  1.58774  -1.22459  -0.5646
H  2.88335  2.40209  -0.70845  0.0140
H  2.99138  0.88327  -0.61094  0.1322
O  1.90171  1.30747  3.65939  -0.6644
H  1.04543  1.33098  3.21981  0.2192
H  2.42243  1.98161  3.18525  0.1006
I  3.55380  3.79433  1.67655  -0.7893
C  -4.13909  -0.51354  -1.24013  -0.6427
C  -4.26633  0.84545  -0.51042  -0.3894
C  -3.04352  1.62778  -1.00370  -0.0310
O  -2.08127  0.62828  -1.28288  0.4198
C  -2.76830  -0.41873  -1.93778  0.7957
H  -4.94005  -0.66840  -1.96527  0.3705
H  -4.16493  -1.34476  -0.53303  0.2397
H  -4.21715  0.70539  0.57154  0.0131
H  -5.20061  1.36227  -0.73767  0.4085
H  -2.61131  2.31297  -0.27663  -0.3780
H  -3.25679  2.20380  -1.91052  0.4324
H  -2.16287  -1.32260  -1.86399  -1.1185
H  -2.88018  -0.18032  -3.00302  0.4405
C  1.12090  6.29138  -3.06013  -2.3283
C  0.33019  5.76126  -1.86702  1.8159
C  0.60269  6.65235  -0.66287  -1.6182
O  0.84810  4.46388  -1.56251  -0.6349
B  -0.05534  3.39517  -1.86739  0.2256
O  -1.25131  4.07719  -2.33985  -1.0558
C  -1.17542  5.49667  -2.16619  2.0356
C  -1.69526  6.16184  -3.43302  -2.1590
C  -2.10808  5.84752  -1.00772  -1.9066
H  2.17571  6.31807  -2.78225  0.5339
H  0.80986  7.30013  -3.35277  0.3519
H  1.02087  5.62315  -3.91572  0.3762
H  1.67876  6.68368  -0.48609  0.4606
H  0.14373  6.25200  0.24090  0.0995
H  0.23855  7.67481  -0.82313  0.3122
H  -1.15426  5.80791  -4.30883  0.3775
H  -1.61182  7.25393  -3.38238  0.3492
H  -2.74987  5.90618  -3.56321  0.4516
H  -1.80809  5.31701  -0.10248  0.0705
H  -3.11752  5.51841  -1.26689  0.4969
H  -2.13433  6.92252  -0.79776  0.3005

Calculated values
- M: 957.8 g mol⁻¹
- HOMO level: -0.29 eV
- Total charge: -2
- Multiplicity: 1
- DFT total energy: -99913.71573 eV
- Relative energy (zero: lowest compared OMol25 entry of this formula, charge and spin): 2.2612 eV

[2]
Molecular formula: C44H69BMoN3O5P2
Method: DFT, the ωB97M-V functional and the def2-TZVPD basis

Each line ends with the Mulliken spin population.
Atoms and positions in Å:
Mo  -0.62177  -0.63261  0.07521  1.8755
O  0.10463  -3.80174  3.40180  0.0029
C  0.61081  -3.09564  2.53931  0.0004
O  0.06755  -2.10869  1.92885  0.0454
C  2.03962  -3.40390  2.03831  0.0020
C  1.91200  -4.30470  0.78655  0.0053
C  3.29694  -4.88202  0.45176  0.0008
C  4.00537  -3.62637  -0.10885  0.0002
C  2.87251  -2.58651  -0.04225  0.0099
O  1.69972  -3.37371  -0.27893  0.0204
C  2.68574  -2.13469  1.41428  0.0046
C  1.71829  -0.95201  1.55354  -0.0014
O  1.74881  -0.25533  2.55985  0.0144
O  1.25064  -0.49366  0.38178  0.0322
H  2.62203  -3.87729  2.82503  0.0002
H  1.10345  -5.03119  0.82768  -0.0030
H  3.78737  -5.29277  1.33372  0.0000
H  3.21110  -5.66533  -0.30170  0.0001
H  4.86178  -3.31392  0.48928  0.0001
H  4.33626  -3.77255  -1.13714  0.0000
H  2.95150  -1.78330  -0.76866  -0.0077
H  3.61519  -1.81077  1.88063  -0.0003
C  3.88268  4.16973  -0.65376  0.0007
C  3.82864  2.65335  -0.48309  -0.0003
C  3.02247  2.05870  -1.65714  -0.0106
C  5.25551  2.09849  -0.58630  0.0002
P  3.04906  1.80060  1.04940  -0.0085
C  1.35236  2.61340  1.39392  0.0057
N  0.37566  2.62762  0.31580  0.0101
B  -0.32752  1.51583  -0.31924  -0.2716
N  -0.87116  2.12708  -1.51650  0.0195
C  -1.41542  1.42412  -2.63999  0.0677
P  -1.60105  -0.36430  -2.12957  -0.0093
C  -0.54677  -1.19020  -3.48148  -0.1164
C  -0.61265  -2.71184  -3.30938  0.0658
C  0.89511  -0.75852  -3.16006  0.0260
C  -0.85743  -0.83003  -4.93429  0.0017
C  -3.45896  -0.50293  -2.56639  0.0224
C  -4.00757  -1.89977  -2.27448  0.0189
C  -4.15262  0.44837  -1.57177  0.0174
C  -3.81913  -0.11550  -4.00498  0.0015
C  -0.63329  3.48282  -1.54193  0.0015
C  -0.96773  4.44086  -2.48471  0.0037
C  -0.63853  5.76751  -2.21954  -0.0012
C  -0.01099  6.11148  -1.02991  0.0046
C  0.36163  5.14051  -0.10162  0.0025
C  0.08670  3.80752  -0.37327  -0.0123
C  3.93204  2.48367  2.59440  0.0015
C  4.43066  3.92507  2.52056  -0.0002
C  2.98891  2.33641  3.79982  0.0003
C  5.11853  1.53904  2.84073  0.0004
H  4.04769  4.40123  -1.71205  0.0000
H  4.69915  4.61571  -0.08805  -0.0001
H  2.96102  4.64674  -0.36391  -0.0004
H  3.60836  2.12656  -2.58032  0.0002
H  2.08816  2.59873  -1.81025  0.0005
H  2.78003  1.00774  -1.47677  0.0042
H  5.67056  2.33147  -1.57226  0.0000
H  5.26001  1.01294  -0.45788  0.0000
H  5.91459  2.53506  0.16570  0.0000
H  1.52477  3.62529  1.75472  -0.0019
H  0.96790  2.00399  2.21119  0.0075
H  -0.74221  1.51451  -3.49874  -0.0024
H  -2.37574  1.84697  -2.93585  -0.0044
H  -0.31920  -2.99614  -2.29670  -0.0228
H  0.07731  -3.19225  -4.00927  0.0008
H  -1.61273  -3.09891  -3.50492  0.0027
H  1.15436  -1.02801  -2.13404  0.0219
H  1.04200  0.31797  -3.27236  -0.0003
H  1.58796  -1.26891  -3.83483  -0.0015
H  -0.02190  -1.16015  -5.55783  -0.0006
H  -1.75546  -1.33079  -5.29160  0.0001
H  -0.97546  0.24240  -5.09040  0.0001
H  -3.82669  -2.17245  -1.24008  -0.0012
H  -5.09009  -1.89565  -2.43457  -0.0008
H  -3.57619  -2.65803  -2.92942  0.0020
H  -3.86799  0.19980  -0.55113  -0.0024
H  -5.23590  0.32996  -1.66231  -0.0003
H  -3.91567  1.49947  -1.74248  -0.0007
H  -3.76644  -0.97999  -4.66650  0.0010
H  -3.18169  0.66520  -4.41721  0.0006
H  -4.84784  0.25322  -4.01936  -0.0013
H  -1.48134  4.16287  -3.39703  -0.0004
H  -0.88376  6.53617  -2.94161  0.0002
H  0.19824  7.15199  -0.81519  0.0007
H  0.85661  5.44589  0.81002  -0.0005
H  3.65146  4.61022  2.18129  0.0000
H  5.28762  4.01799  1.85392  0.0000
H  4.74765  4.24855  3.51837  0.0000
H  2.26641  3.15173  3.85530  0.0000
H  3.58113  2.35344  4.72002  0.0000
H  2.44999  1.38682  3.75514  -0.0004
H  5.79558  1.49687  1.98756  0.0000
H  4.74676  0.53008  3.02822  0.0002
H  5.68845  1.86805  3.71659  0.0000
C  -1.73533  -4.03583  0.10307  0.1444
C  -2.95011  -4.14997  1.02191  0.0042
C  -2.49043  -4.69788  2.38101  0.0084
C  -3.78856  -2.89720  1.29248  0.0513
C  -5.09542  -3.14652  1.68914  -0.0765
C  -5.90574  -2.17343  2.25466  0.1232
C  -5.32593  -0.94500  2.54648  -0.0822
C  -4.04045  -0.62432  2.14955  0.0374
C  -3.47626  0.71107  2.62767  0.0199
C  -2.00810  0.68502  3.06563  -0.0626
C  -3.71752  1.83084  1.60367  0.0060
C  -3.29852  -1.55288  1.34953  0.0766
N  -2.26880  -1.10401  0.61740  -0.1224
H  -1.30698  -5.02866  -0.06136  0.0049
H  -0.96869  -3.40503  0.55564  -0.0191
H  -2.01107  -3.61827  -0.85884  -0.0475
H  -3.63236  -4.88592  0.57910  0.0048
H  -1.80845  -3.99776  2.86859  -0.0041
H  -1.96531  -5.65012  2.25572  0.0004
H  -3.34485  -4.85438  3.04151  0.0011
H  -5.47903  -4.15678  1.57952  -0.0011
H  -6.92969  -2.38969  2.53151  0.0113
H  -5.88658  -0.20541  3.11098  -0.0023
H  -4.05648  0.95700  3.52345  0.0025
H  -1.32335  0.70661  2.21932  0.0570
H  -1.78182  -0.21261  3.64149  0.0052
H  -1.79318  1.55920  3.68506  -0.0020
H  -3.06706  1.69598  0.73678  0.0186
H  -3.50331  2.80876  2.04340  0.0032
H  -4.75673  1.82249  1.26753  -0.0049

Calculated values
- M: 888.8 g mol⁻¹
- HOMO level (spin up / spin down): -3.04 / -4.53 eV
- Total charge: -1
- Multiplicity: 3
- DFT total energy: -82569.70614 eV
- Relative energy (zero: lowest compared OMol25 entry of this formula, charge and spin): 0.9927 eV